# C2H6N2O3

An isolated molecule of C2H6N2O3 at a distorted geometry (ωB97M-V/def2-TZVPD, OMol25).

E_HOMO = -10.34 eV
E_LUMO = 0.131 eV
Relative energy (zero: lowest compared OMol25 entry of this formula, charge and spin) = 694.0 kJ/mol
E_tot = -414.831293 Eh
Frontier orbital gap = 10.47 eV
Structure (SMILES) = CCN(O)[N+](=O)[O-]
F_max = 5.58 eV/Å

```
13
Properties=species:S:1:pos:R:3:forces:R:3
C -1.296 -0.907 0.668 0.057 0.168 -0.055
C -0.768 0.469 0.281 -0.706 -0.239 -0.004
N 0.587 0.414 -0.152 4.294 1.147 3.371
N 1.079 0.164 -1.359 -0.509 0.168 0.628
O 0.249 -0.076 -2.204 -0.523 -0.238 -0.790
O 2.280 0.203 -1.496 0.953 -0.013 -0.248
O 1.756 0.736 0.984 -3.508 -0.813 -2.708
H -0.688 -1.331 1.462 0.034 -0.062 0.089
H -2.320 -0.820 1.016 -0.162 -0.024 0.061
H -1.275 -1.573 -0.191 -0.006 -0.053 -0.049
H -1.345 0.890 -0.549 0.085 0.031 0.190
H -0.803 1.158 1.126 0.098 0.019 -0.143
H 2.543 0.674 0.413 -0.107 -0.092 -0.342
```
Forces are in eV/Å.